C2H11O3S | the ωB97M-V functional and the def2-TZVPD basis

The geometry in ORCA input format:
```
! RIJCOSX wB97M-V def2-TZVPD def2/J DEFGRID3
* xyz -1 1
C 2.2269 -1.1005 -1.1435
C 1.8990 -0.3326 0.1475
S 0.1191 -0.2951 0.5103
H 1.9773 -2.1269 -0.9960
H 1.6569 -0.7014 -1.9737
H 3.2740 -0.9875 -1.3685
H 2.3691 -0.8004 1.0121
H 2.2824 0.6819 0.0169
H -3.0549 0.5772 -1.1747
H -1.5634 0.6638 -0.7304
O -2.2300 1.0516 -1.3432
H -1.3755 2.8136 -0.0772
H -0.3472 2.0370 0.7397
O -0.6324 2.9429 0.5179
H -1.5455 -1.6063 1.5342
H -2.7715 -0.9946 2.1914
O -2.2845 -1.8228 2.1373
*
```

Results
E_LUMO, hartree: 0.135
HOMO-LUMO gap, hartree: 0.2633
HOMO level, eV: -3.49
Electronic energy, hartree: -706.76604
ΔE to the lowest compared entry with this formula, charge and spin, eV: 0.2132

=====

CH7O2S | the ωB97M-V functional and the def2-TZVPD basis

The geometry in ORCA input format:
```
! RIJCOSX wB97M-V def2-TZVPD def2/J DEFGRID3
* xyz -1 1
C -0.9113 0.9402 1.7630
S 0.6648 1.3043 0.8696
H -1.6635 1.6464 1.4263
H -1.1575 -0.1098 1.6341
H -0.7566 1.0688 2.8377
H 1.9198 -0.7498 -2.5090
H 0.5217 -0.3112 -2.2451
O 1.2124 -0.2447 -2.9217
H -0.7228 -1.2499 -0.3504
H 0.7052 -0.7372 -0.1366
O 0.1880 -1.5570 -0.3677
*
```

Results
E_LUMO, hartree: 0.154
HOMO-LUMO gap, hartree: 0.2522
HOMO level, eV: -2.68
Electronic energy, hartree: -590.99852
ΔE to the lowest compared entry with this formula, charge and spin, eV: 0.3768

=====

C2H5NO3Si | the ωB97M-V functional and the def2-TZVPD basis

The geometry in ORCA input format:
```
! RIJCOSX wB97M-V def2-TZVPD def2/J DEFGRID3
* xyz 0 1
C 1.7324 2.1097 0.8560
C -1.6681 -1.6923 0.2423
N 1.0210 2.9451 0.4662
O 0.2045 0.7388 -1.2714
O 2.2918 1.3883 1.5378
O -0.3260 -1.8640 -0.1964
Si 0.5657 -0.7069 -0.8941
H -2.1258 -0.7313 0.0196
H -1.7817 -1.6183 1.2787
H -2.3105 -2.4462 -0.3703
H 0.7230 3.4594 -0.3462
H 1.6738 -1.5822 -1.3223
*
```

Results
E_LUMO, hartree: 0.012
HOMO-LUMO gap, hartree: 0.4012
SMILES: CO[SiH]=O.N=C=O
HOMO level, eV: -10.60
Electronic energy, hartree: -649.19079
ΔE to the lowest compared entry with this formula, charge and spin, eV: 1.5618

=====

C36H32NO3P2V | the ωB97M-V functional and the def2-TZVPD basis

The geometry in ORCA input format:
```
! RIJCOSX wB97M-V def2-TZVPD def2/J DEFGRID3
* xyz 1 2
V -1.2980 0.5350 -0.5664
O -2.1965 3.1697 2.1728
C -2.1609 2.2344 1.4097
O -1.7242 2.2516 0.1793
C -2.6880 0.8715 1.7835
C -3.3935 0.6366 2.9671
C -3.9061 -0.6067 3.2018
C -3.7977 -1.5972 2.2001
C -4.3727 -2.8805 2.3318
C -4.3334 -3.7760 1.3001
C -3.7270 -3.4216 0.0822
C -3.1323 -2.1981 -0.0644
C -3.1269 -1.2678 0.9938
N -2.5051 -0.0509 0.8344
H -3.4894 1.4593 3.6621
H -4.4235 -0.8307 4.1259
H -4.8576 -3.1403 3.2646
H -4.7867 -4.7520 1.4078
H -3.7335 -4.1171 -0.7468
H -2.6990 -1.9116 -1.0128
C -4.3699 1.1341 -1.4364
O -3.0347 1.0104 -1.9653
H -5.0192 1.6166 -2.1655
H -4.3763 1.7120 -0.5115
H -4.7379 0.1302 -1.2420
H -2.7407 1.9009 -2.1975
C 2.4545 0.3229 0.0801
P 0.8026 1.1178 0.2955
C 0.8946 1.7445 1.9884
C 0.3220 0.9124 2.9522
C 0.3459 1.2733 4.2892
C 0.9383 2.4689 4.6664
C 1.5349 3.2845 3.7156
C 1.5260 2.9220 2.3783
C 0.8020 2.4410 -0.9544
C 0.8089 1.9562 -2.2703
C 0.5063 2.7996 -3.3323
C 0.1950 4.1287 -3.0848
C 0.1929 4.6126 -1.7827
C 0.4753 3.7735 -0.7163
P 2.1526 -1.5092 0.2140
C 1.3470 -1.6361 -1.4445
C 2.0601 -1.7128 -2.6352
C 1.3985 -1.7387 -3.8578
C 0.0155 -1.6815 -3.9068
C -0.7125 -1.6187 -2.7263
C -0.0512 -1.5967 -1.5003
C 3.8072 -2.2044 -0.1339
C 4.9828 -1.4674 -0.0273
C 6.2142 -2.0799 -0.2171
C 6.2860 -3.4318 -0.5120
C 5.1180 -4.1769 -0.6134
C 3.8900 -3.5704 -0.4154
H 3.0864 0.6586 0.9014
H 2.9046 0.5940 -0.8744
H -0.1229 -0.0262 2.6404
H -0.1037 0.6310 5.0355
H 0.9429 2.7629 5.7077
H 2.0139 4.2060 4.0192
H 2.0082 3.5563 1.6449
H 1.0797 0.9222 -2.4738
H 0.5253 2.4214 -4.3463
H -0.0499 4.7872 -3.9079
H -0.0527 5.6494 -1.5931
H 0.4091 4.1490 0.2947
H 3.1414 -1.7484 -2.6122
H 1.9688 -1.8129 -4.7749
H -0.5011 -1.7114 -4.8567
H -1.7941 -1.6185 -2.7857
H -0.6068 -1.6655 -0.5545
H 4.9526 -0.4092 0.1977
H 7.1214 -1.4953 -0.1343
H 7.2480 -3.9043 -0.6586
H 5.1714 -5.2339 -0.8400
H 2.9807 -4.1579 -0.4863
*
```

Results
E_LUMO (alpha / beta), hartree: -0.115 / -0.115
HOMO-LUMO gap (alpha / beta), hartree: 0.2617 / 0.2351
Expectation value of S²: 0.78
HOMO level (alpha / beta), eV: -10.26 / -9.53
Electronic energy, hartree: -3298.04421
ΔE to the lowest compared entry with this formula, charge and spin, eV: 0.5999

=====

C6H8N3OS | the ωB97M-V functional and the def2-TZVPD basis

The geometry in ORCA input format:
```
! RIJCOSX wB97M-V def2-TZVPD def2/J DEFGRID3
* xyz 1 1
C -0.0822 1.2940 -0.8443
C 0.8859 -0.7563 -0.9378
C -1.3253 -0.8000 0.1907
C 0.6445 0.3770 1.1507
C 2.1360 0.5013 1.0703
C -2.5041 -0.0663 -0.2186
N -0.1928 2.2974 -1.4042
N 0.4232 -1.2699 -1.9435
N 0.0822 0.1371 -0.1659
O -1.0428 -1.7056 0.8491
S 2.5725 -0.7999 -0.2248
H 0.3507 -0.5150 1.7119
H 0.0515 1.2517 1.6034
H 2.5703 1.3931 0.6825
H 2.6992 0.1989 2.0075
H -2.4728 0.8581 0.4295
H -2.2924 0.3823 -1.2028
H -3.4764 -0.7812 -0.2769
H 0.9728 -1.9964 -2.4767
*
```

Results
E_LUMO, hartree: -0.152
HOMO-LUMO gap, hartree: 0.3571
SMILES: [H]/N=C1\SCC[N@+]1(C#N)C(C)=O
HOMO level, eV: -13.86
Electronic energy, hartree: -870.76402
ΔE to the lowest compared entry with this formula, charge and spin, eV: 2.3833

=====

C5H12 | the ωB97M-V functional and the def2-TZVPD basis

The geometry in ORCA input format:
```
! RIJCOSX wB97M-V def2-TZVPD def2/J DEFGRID3
* xyz 0 1
C 3.0832 -0.7370 2.2431
C 3.4589 -1.6464 1.3270
H 3.5513 -0.7717 3.2228
H 2.7115 0.2320 1.9361
H 3.9821 -2.4461 1.8503
H 3.3733 -1.7429 0.2525
C -2.9903 1.0736 -0.5593
C -1.6709 1.1424 -1.2896
C -0.8806 -0.1585 -1.1922
H -2.6808 0.8298 0.4692
H -3.4934 2.0398 -0.4250
H -3.6803 0.3689 -1.0176
H -1.7284 1.3576 -2.3684
H -1.1416 2.0409 -0.9305
H 0.1515 -0.1420 -1.5540
H -1.3680 -0.9325 -1.7913
H -0.6775 -0.5079 -0.1732
*
```

Results
E_LUMO, hartree: 0.039
HOMO-LUMO gap, hartree: 0.4133
SMILES: C=C.CCC
HOMO level, eV: -10.18
Electronic energy, hartree: -197.64005
ΔE to the lowest compared entry with this formula, charge and spin, eV: 1.8802